#A
The ion C8H14N3O with charge +1. Source: the Open Molecules 2025 dataset; level of theory: ωB97M-V/def2-TZVPD.

Results
spin multiplicity	1
SMILES string	C[N+]1=C2OC(N)=NCC[C@H]2CC1
net charge	+1
E_HOMO	-13.38	eV

Atoms and positions in Å:
O (-0.726, 1.297, 0.116)
N (-2.683, -0.418, 0.002)
N (1.504, 0.985, -0.027)
N (-3.076, 1.816, -0.091)
C (-2.359, 0.738, -0.028)
C (-2.151, -1.729, 0.171)
C (1.822, 2.364, -0.096)
C (2.569, 0.003, -0.001)
C (0.305, 0.528, 0.170)
C (1.782, -1.314, -0.118)
C (0.395, -0.939, 0.341)
C (-0.699, -1.817, -0.301)
H (3.200, -0.008, -0.900)
H (2.231, -2.173, 0.424)
H (1.056, 2.788, 0.566)
H (1.722, -1.764, -1.276)
H (0.354, -1.208, 1.455)
H (-3.928, 1.818, -0.564)
H (1.729, 2.577, -1.096)
H (-2.316, -2.061, 1.251)
H (-0.701, -1.594, -1.362)
H (2.810, 2.534, 0.410)
H (-0.350, -2.810, -0.099)
H (3.093, 0.130, 0.959)
H (-2.635, -2.435, -0.402)
H (-2.948, 2.691, 0.494)

Partial atomic charges computed with the natural (NBO) method, in multiples of e: number 1, O, carries -0.572; number 2, N, carries -0.415; number 3, N, carries -0.315; number 4, N, carries -0.817; number 5, C, carries 0.751; number 6, C, carries -0.225; number 7, C, carries -0.414; number 8, C, carries -0.231; number 9, C, carries 0.705; number 10, C, carries -0.392; number 11, C, carries -0.327; number 12, C, carries -0.390; number 13, H, carries 0.240; number 14, H, carries 0.252; number 15, H, carries 0.231; number 16, H, carries 0.221; number 17, H, carries 0.253; number 18, H, carries 0.429; number 19, H, carries 0.227; number 20, H, carries 0.227; number 21, H, carries 0.213; number 22, H, carries 0.232; number 23, H, carries 0.231; number 24, H, carries 0.221; number 25, H, carries 0.230; number 26, H, carries 0.437

#B
The ion C8H14N3O with charge +1. Source: the Open Molecules 2025 dataset; level of theory: ωB97M-V/def2-TZVPD.

Results
spin multiplicity	1
net charge	+1
E_HOMO	-11.24	eV

Atoms and positions in Å:
O (-1.964, 1.305, 2.919)
N (-1.336, 0.757, 0.023)
N (0.859, -0.030, -0.006)
N (-0.832, -1.217, -1.075)
C (-2.927, 0.445, 3.044)
C (3.053, 0.000, -0.758)
C (1.340, -1.462, -2.007)
C (1.712, -0.539, -0.846)
C (-0.953, 1.936, 0.892)
C (-1.970, 2.341, 1.941)
C (0.085, -2.184, -1.606)
C (-0.468, -0.190, -0.346)
H (-3.035, 2.486, 1.492)
H (3.640, -0.028, -1.674)
H (-0.334, -2.742, -2.452)
H (2.963, 1.048, -0.396)
H (-1.858, -1.375, -1.284)
H (0.451, -2.858, -0.882)
H (-0.673, 2.800, 0.307)
H (3.473, -0.622, 0.167)
H (-2.376, 0.670, -0.118)
H (-2.814, -0.209, 3.976)
H (1.191, -0.874, -3.009)
H (-1.647, 3.303, 2.482)
H (2.159, -2.187, -2.227)
H (-0.052, 1.657, 1.254)

Partial atomic charges computed with the natural (NBO) method, in multiples of e: number 1, O, carries -0.485; number 2, N, carries -0.539; number 3, N, carries -0.527; number 4, N, carries -0.546; number 5, C, carries 0.059; number 6, C, carries -0.692; number 7, C, carries -0.507; number 8, C, carries 0.454; number 9, C, carries -0.243; number 10, C, carries -0.094; number 11, C, carries -0.228; number 12, C, carries 0.667; number 13, H, carries 0.216; number 14, H, carries 0.253; number 15, H, carries 0.245; number 16, H, carries 0.263; number 17, H, carries 0.434; number 18, H, carries 0.211; number 19, H, carries 0.222; number 20, H, carries 0.280; number 21, H, carries 0.434; number 22, H, carries 0.112; number 23, H, carries 0.264; number 24, H, carries 0.241; number 25, H, carries 0.268; number 26, H, carries 0.238

Name the least stable of them. #B.

#A
The ion C6H11N2S with charge +1. Source: the Open Molecules 2025 dataset; level of theory: ωB97M-V/def2-TZVPD.

Results
spin multiplicity	1
SMILES string	C1CC2=C(C[NH2+]1)SNC2
net charge	+1
E_HOMO	-11.12	eV

Atoms and positions in Å:
S (2.041, -0.718, -2.140)
N (-1.587, -0.818, -0.219)
N (3.114, -0.165, -0.866)
C (1.006, -0.054, 0.097)
C (2.437, 0.243, 0.353)
C (0.689, -0.548, -1.081)
C (-1.380, 0.581, 0.327)
C (-0.046, 0.444, 1.004)
C (-0.693, -1.014, -1.388)
H (0.387, 1.394, 1.435)
H (-2.285, 0.768, 1.010)
H (-0.511, -2.034, -1.749)
H (2.342, 1.356, 0.673)
H (-1.223, -1.380, 0.543)
H (-1.048, -0.450, -2.252)
H (3.778, 0.425, -1.285)
H (2.928, -0.374, 1.116)
H (-2.572, -1.034, -0.179)
H (-0.082, -0.244, 1.874)
H (-1.222, 1.203, -0.473)

Partial atomic charges computed with the natural (NBO) method, in multiples of e: number 1, S, carries 0.492; number 2, N, carries -0.493; number 3, N, carries -0.732; number 4, C, carries -0.049; number 5, C, carries -0.240; number 6, C, carries -0.216; number 7, C, carries -0.203; number 8, C, carries -0.466; number 9, C, carries -0.269; number 10, H, carries 0.264; number 11, H, carries 0.246; number 12, H, carries 0.267; number 13, H, carries 0.192; number 14, H, carries 0.432; number 15, H, carries 0.244; number 16, H, carries 0.397; number 17, H, carries 0.226; number 18, H, carries 0.454; number 19, H, carries 0.223; number 20, H, carries 0.230

#B
The ion C6H11N2S with charge +1. Source: the Open Molecules 2025 dataset; level of theory: ωB97M-V/def2-TZVPD.

Results
spin multiplicity	1
net charge	+1
E_HOMO (spin up / spin down)	-11.33 / -11.33	eV

Atoms and positions in Å:
S (-2.021, -2.003, 0.990)
N (0.460, -0.074, -0.097)
N (0.617, -2.060, 1.533)
C (1.555, 0.404, -0.885)
C (-0.770, 0.488, -0.183)
C (-1.204, 1.341, -1.300)
C (-0.624, -2.671, 1.817)
C (-1.664, -0.029, 0.888)
C (0.946, -0.990, 0.789)
H (2.152, 1.264, -0.381)
H (1.046, 0.864, -1.803)
H (-0.684, -3.475, 2.562)
H (1.931, -0.859, 0.879)
H (2.390, -0.217, -1.162)
H (-0.443, 1.697, -1.858)
H (-1.931, 0.656, -1.911)
H (-1.288, 0.155, 1.813)
H (-1.856, 2.046, -0.972)
H (-2.726, 0.324, 0.896)
H (1.348, -2.615, 2.015)

Partial atomic charges computed with the natural (NBO) method, in multiples of e: number 1, S, carries 0.248; number 2, N, carries -0.272; number 3, N, carries -0.439; number 4, C, carries -0.437; number 5, C, carries 0.292; number 6, C, carries -0.644; number 7, C, carries -0.190; number 8, C, carries -0.529; number 9, C, carries 0.083; number 10, H, carries 0.237; number 11, H, carries 0.233; number 12, H, carries 0.258; number 13, H, carries 0.191; number 14, H, carries 0.254; number 15, H, carries 0.230; number 16, H, carries 0.256; number 17, H, carries 0.247; number 18, H, carries 0.255; number 19, H, carries 0.272; number 20, H, carries 0.455

Name the least stable of them. #B.

#A
The molecule C16H26N6O5S. Source: the Open Molecules 2025 dataset; level of theory: ωB97M-V/def2-TZVPD.

Results
spin multiplicity	1
SMILES string	CS[C@]1(C(=O)NCCOCCN(C)C(=O)Cn2cnc(C(N)=O)n2)C[C@H](O)C1
E_HOMO	-9.14	eV

Atoms and positions in Å:
S (2.073, 2.923, 3.573)
O (6.996, 11.292, 13.809)
O (0.049, 1.192, 6.409)
O (1.970, 4.282, 8.624)
O (2.543, 7.204, 11.733)
O (-2.713, 2.818, 3.504)
N (4.865, 8.515, 14.694)
N (6.014, 10.765, 15.789)
N (3.253, 6.660, 9.657)
N (5.039, 7.831, 12.637)
N (5.773, 8.958, 12.681)
N (1.968, 2.373, 6.464)
C (-0.579, 3.570, 4.635)
C (1.489, 2.963, 8.803)
C (-0.491, 1.610, 3.724)
C (1.877, 6.590, 9.181)
C (-1.618, 2.474, 4.316)
C (2.233, 2.052, 7.850)
C (4.328, 6.404, 8.710)
C (1.671, 4.463, 2.729)
C (3.454, 7.007, 10.947)
C (5.642, 9.335, 13.933)
C (0.842, 1.941, 5.859)
C (6.294, 10.566, 14.479)
C (1.259, 5.227, 9.398)
C (4.499, 7.586, 13.843)
C (4.913, 7.109, 11.396)
C (0.540, 2.496, 4.463)
H (1.928, 1.022, 8.031)
H (1.652, 2.636, 9.838)
H (5.412, 10.127, 16.279)
H (0.414, 2.916, 8.593)
H (-0.485, 0.548, 3.954)
H (-2.025, 2.029, 5.219)
H (5.322, 6.101, 11.502)
H (3.947, 5.748, 7.932)
H (2.555, 3.025, 5.970)
H (0.202, 5.247, 9.100)
H (6.395, 11.575, 16.245)
H (-0.562, 4.308, 3.834)
H (4.697, 7.326, 8.253)
H (1.306, 4.967, 10.462)
H (5.524, 7.646, 10.675)
H (3.850, 6.749, 14.035)
H (-0.631, 4.081, 5.596)
H (1.876, 6.830, 8.116)
H (-2.384, 3.120, 2.651)
H (-0.405, 1.767, 2.646)
H (2.571, 4.725, 2.175)
H (1.445, 5.265, 3.428)
H (1.288, 7.337, 9.711)
H (0.857, 4.341, 2.017)
H (3.307, 2.136, 8.023)
H (5.160, 5.887, 9.185)

Partial atomic charges computed with the natural (NBO) method, in multiples of e: number 1, S, carries 0.207; number 2, O, carries -0.587; number 3, O, carries -0.646; number 4, O, carries -0.560; number 5, O, carries -0.629; number 6, O, carries -0.698; number 7, N, carries -0.491; number 8, N, carries -0.812; number 9, N, carries -0.426; number 10, N, carries -0.174; number 11, N, carries -0.227; number 12, N, carries -0.616; number 13, C, carries -0.420; number 14, C, carries -0.070; number 15, C, carries -0.415; number 16, C, carries -0.233; number 17, C, carries 0.095; number 18, C, carries -0.239; number 19, C, carries -0.414; number 20, C, carries -0.749; number 21, C, carries 0.673; number 22, C, carries 0.181; number 23, C, carries 0.673; number 24, C, carries 0.631; number 25, C, carries -0.068; number 26, C, carries 0.212; number 27, C, carries -0.314; number 28, C, carries -0.254; number 29, H, carries 0.230; number 30, H, carries 0.173; number 31, H, carries 0.416; number 32, H, carries 0.183; number 33, H, carries 0.236; number 34, H, carries 0.208; number 35, H, carries 0.227; number 36, H, carries 0.229; number 37, H, carries 0.417; number 38, H, carries 0.175; number 39, H, carries 0.403; number 40, H, carries 0.210; number 41, H, carries 0.198; number 42, H, carries 0.182; number 43, H, carries 0.254; number 44, H, carries 0.221; number 45, H, carries 0.219; number 46, H, carries 0.204; number 47, H, carries 0.458; number 48, H, carries 0.205; number 49, H, carries 0.240; number 50, H, carries 0.217; number 51, H, carries 0.239; number 52, H, carries 0.212; number 53, H, carries 0.205; number 54, H, carries 0.205

#B
The molecule C16H26N6O5S. Source: the Open Molecules 2025 dataset; level of theory: ωB97M-V/def2-TZVPD.

Results
spin multiplicity	1
SMILES string	CS[C@]1(C(=O)NCCOCCN(C)C(=O)Cn2cnc(C(N)=O)n2)C[C@H](O)C1
E_HOMO	-9.05	eV

Atoms and positions in Å:
S (-1.426, -3.630, 2.642)
O (-1.556, 0.552, -0.404)
O (7.771, 2.909, -3.136)
O (-3.788, -6.073, 1.730)
O (-3.660, -1.158, 3.593)
O (1.461, 2.486, -2.537)
N (7.224, 5.089, -3.472)
N (-2.966, -0.855, 1.463)
N (3.955, 2.850, -1.521)
N (4.749, 4.709, -2.324)
N (5.186, 2.529, -1.962)
N (1.113, 0.521, -1.487)
C (-3.157, -3.113, 2.300)
C (6.985, 3.826, -3.042)
C (1.465, -0.496, -0.509)
C (3.120, 1.830, -0.940)
C (-4.185, -3.993, 3.051)
C (1.827, 1.642, -1.737)
C (-3.293, -1.624, 2.531)
C (-2.652, 1.192, 0.224)
C (5.627, 3.673, -2.433)
C (-3.689, -3.702, 0.962)
C (-0.558, -2.121, 3.129)
C (-2.813, 0.580, 1.594)
C (3.708, 4.150, -1.752)
C (-1.291, 1.054, -1.701)
C (-0.100, 0.312, -2.267)
C (-4.417, -4.808, 1.761)
H (0.566, -0.790, 0.029)
H (-2.162, 0.906, -2.352)
H (1.897, -1.377, -0.991)
H (-3.819, -4.549, 3.912)
H (8.102, 5.288, -3.916)
H (6.515, 5.795, -3.380)
H (-1.942, 0.820, 2.214)
H (-5.052, -3.403, 3.347)
H (0.424, -2.458, 3.457)
H (-1.057, -1.629, 3.961)
H (-5.452, -4.990, 1.483)
H (-3.560, 1.046, -0.374)
H (2.174, -0.115, 0.220)
H (-0.303, -0.760, -2.281)
H (-2.510, -1.290, 0.676)
H (0.074, 0.649, -3.288)
H (3.724, 0.927, -0.924)
H (-1.072, 2.126, -1.658)
H (2.773, 4.622, -1.506)
H (-2.900, -6.000, 2.099)
H (-3.691, 0.989, 2.093)
H (-2.948, -4.047, 0.243)
H (-2.466, 2.269, 0.313)
H (-4.388, -3.018, 0.477)
H (-0.437, -1.431, 2.296)
H (2.869, 2.092, 0.091)

Partial atomic charges computed with the natural (NBO) method, in multiples of e: number 1, S, carries 0.186; number 2, O, carries -0.567; number 3, O, carries -0.586; number 4, O, carries -0.704; number 5, O, carries -0.619; number 6, O, carries -0.630; number 7, N, carries -0.812; number 8, N, carries -0.627; number 9, N, carries -0.174; number 10, N, carries -0.490; number 11, N, carries -0.226; number 12, N, carries -0.426; number 13, C, carries -0.232; number 14, C, carries 0.631; number 15, C, carries -0.409; number 16, C, carries -0.315; number 17, C, carries -0.436; number 18, C, carries 0.673; number 19, C, carries 0.682; number 20, C, carries -0.065; number 21, C, carries 0.181; number 22, C, carries -0.451; number 23, C, carries -0.747; number 24, C, carries -0.234; number 25, C, carries 0.213; number 26, C, carries -0.069; number 27, C, carries -0.233; number 28, C, carries 0.104; number 29, H, carries 0.220; number 30, H, carries 0.176; number 31, H, carries 0.202; number 32, H, carries 0.228; number 33, H, carries 0.404; number 34, H, carries 0.416; number 35, H, carries 0.193; number 36, H, carries 0.236; number 37, H, carries 0.239; number 38, H, carries 0.237; number 39, H, carries 0.183; number 40, H, carries 0.172; number 41, H, carries 0.209; number 42, H, carries 0.206; number 43, H, carries 0.408; number 44, H, carries 0.238; number 45, H, carries 0.255; number 46, H, carries 0.189; number 47, H, carries 0.219; number 48, H, carries 0.465; number 49, H, carries 0.228; number 50, H, carries 0.226; number 51, H, carries 0.181; number 52, H, carries 0.221; number 53, H, carries 0.206; number 54, H, carries 0.227

Name the least stable of them. #B.

#A
A structure of composition C5H7O3. Source: the Open Molecules 2025 dataset; level of theory: ωB97M-V/def2-TZVPD.

Results
spin multiplicity	1
net charge	-1
E_HOMO	-2.83	eV

Atoms and positions in Å:
O (3.098, -0.666, -0.862)
O (-3.360, 0.425, 1.440)
O (1.414, -2.124, -1.460)
C (-1.321, 0.350, 0.234)
C (-2.280, -0.101, 1.112)
C (0.643, -0.473, -1.178)
C (2.003, -1.030, -1.187)
C (0.015, -0.293, 0.137)
H (0.778, 0.092, 0.823)
H (-2.015, -1.086, 1.574)
H (-1.582, 1.199, -0.399)
H (1.654, 2.578, 0.796)
H (0.001, -0.421, -2.053)
H (-0.079, -1.313, 0.561)
H (1.030, 2.862, 0.462)

Partial atomic charges computed with the natural (NBO) method, in multiples of e: number 1, O, carries -0.622; number 2, O, carries -0.761; number 3, O, carries -0.548; number 4, C, carries -0.562; number 5, C, carries 0.292; number 6, C, carries 0.086; number 7, C, carries 0.719; number 8, C, carries -0.522; number 9, H, carries 0.208; number 10, H, carries 0.043; number 11, H, carries 0.179; number 12, H, carries -0.008; number 13, H, carries 0.222; number 14, H, carries 0.269; number 15, H, carries 0.006

#B
A cluster of 2 separate species, C5H7O3 in total. Source: the Open Molecules 2025 dataset; level of theory: ωB97M-V/def2-TZVPD.

Results
spin multiplicity	1
net charge	-1
E_HOMO	-2.94	eV

Atoms and positions in Å:
O (2.901, 1.282, -0.832)
O (0.520, -1.399, -0.545)
O (2.534, 1.614, 1.318)
C (2.447, 1.078, 0.249)
C (-0.612, 0.701, -0.969)
C (-0.341, -0.426, 0.007)
C (0.987, -0.582, 0.486)
C (-1.652, -0.892, 0.554)
H (0.294, 0.832, -1.724)
H (-1.543, -1.718, 1.177)
H (-1.435, 0.410, -1.436)
H (-2.316, -0.158, 1.032)
H (-0.758, 1.634, -0.374)
H (-2.219, -1.301, -0.334)
H (1.192, -1.075, 1.391)

Partial atomic charges computed with the natural (NBO) method, in multiples of e: number 1, O, carries -0.708; number 2, O, carries -0.542; number 3, O, carries -0.725; number 4, C, carries 0.879; number 5, C, carries -0.614; number 6, C, carries 0.135; number 7, C, carries -0.151; number 8, C, carries -0.616; number 9, H, carries 0.239; number 10, H, carries 0.206; number 11, H, carries 0.172; number 12, H, carries 0.202; number 13, H, carries 0.200; number 14, H, carries 0.187; number 15, H, carries 0.136

Name the least stable of them. #A.